[1]
# C21H29N8O3PS8Y

A molecular structure, C21H29N8O3PS8Y (ωB97M-V/def2-TZVPD, OMol25).

Each line ends with the Löwdin spin population.
Positions of all 71 atoms, in Å:
1 Y -0.588 -0.986 -0.930  0.006
2 S 2.022 -0.640 -2.667  0.007
3 S -3.315 0.118 -1.451  0.001
4 S -4.598 -1.039 -0.311  0.000
5 S 2.230 0.713 0.726  0.027
6 S -2.330 -2.564 -3.641  0.000
7 S -3.604 -1.332 1.466  0.002
8 S -1.957 -2.468 0.955  0.002
9 S -0.461 1.558 -2.351  0.001
10 P 1.178 1.009 -3.323  0.001
11 O 2.179 2.275 -3.310  0.000
12 O 0.919 0.935 -4.912  0.000
13 O -2.190 -3.083 -5.017  0.000
14 N -2.057 2.255 2.101  0.000
15 N 1.406 -0.756 0.500  0.171
16 N -0.692 0.658 2.273  0.001
17 N 0.648 -3.110 -0.517  0.153
18 N -1.020 0.766 0.969  0.002
19 N -1.123 -2.153 -2.912  0.000
20 N -1.307 1.539 2.964  0.000
21 N 3.009 -1.762 1.933  0.034
22 C 0.151 -0.174 -5.441  0.000
23 C 0.283 -4.271 -1.055  0.006
24 C 3.098 1.437 4.623  0.009
25 C 3.424 -0.905 4.171  0.007
26 C 4.444 2.216 -2.505  0.000
27 C 1.609 -3.117 0.474  0.133
28 C -2.950 3.304 2.554  0.000
29 C 3.015 -0.717 2.854  0.008
30 C 0.796 -5.500 -0.684  0.136
31 C -4.403 2.847 2.706  0.000
32 C -5.024 2.461 1.367  0.000
33 C 1.999 -1.851 0.955  0.155
34 C 3.540 2.094 -3.714  0.000
35 C -1.867 1.761 0.881  0.000
36 C 2.642 0.560 2.424  0.015
37 C 2.145 -4.355 0.931  0.063
38 C -4.525 1.712 3.719  0.000
39 C -1.268 0.251 -5.745  0.000
40 C 2.660 1.620 3.316  0.001
41 C 1.746 -5.526 0.355  0.044
42 C 3.481 0.171 5.045  0.002
43 H -4.023 0.815 3.351  0.000
44 H 0.449 -6.402 -1.168  0.010
45 H -5.575 1.459 3.878  0.000
46 H 2.875 -4.390 1.731  0.004
47 H -2.355 2.087 -0.023  0.000
48 H 4.302 3.184 -2.021  0.000
49 H 3.698 -1.900 4.506  0.000
50 H -4.929 3.266 0.633  0.000
51 H 2.327 2.593 2.977  0.000
52 H 4.205 1.431 -1.788  0.001
53 H -2.885 4.126 1.838  0.000
54 H 3.750 2.868 -4.456  0.000
55 H 2.159 -6.467 0.702  0.000
56 H 3.666 1.118 -4.188  0.000
57 H -4.082 1.982 4.681  0.000
58 H 3.807 0.013 6.066  0.000
59 H -0.467 -4.199 -1.832  -0.002
60 H -1.805 -0.595 -6.179  0.000
61 H 3.119 2.273 5.311  0.001
62 H 3.281 -2.649 2.321  0.000
63 H -2.552 3.644 3.510  0.000
64 H 5.492 2.121 -2.804  0.000
65 H 0.675 -0.486 -6.346  0.000
66 H -6.085 2.240 1.491  0.000
67 H -4.564 1.564 0.947  0.000
68 H -4.931 3.727 3.097  0.000
69 H -1.779 0.547 -4.829  0.000
70 H -1.282 1.090 -6.444  0.000
71 H 0.164 -1.008 -4.737  0.000

HOMO level (alpha / beta): -0.46 / -1.48 eV
⟨S²⟩: 0.7667
Orbital gap (alpha / beta): 0.172 / 0.210 Ha
2S+1: 2
Charge: -2

=====

[2]
# C11H16N2O

C11H16N2O in the gas phase (ωB97M-V/def2-TZVPD, OMol25).

Each line ends with the Löwdin charge.
Positions of all 30 atoms, in Å:
1 O 0.700 -2.206 -0.840  -0.186
2 N 1.151 -1.053 -0.726  -0.473
3 N -0.837 2.475 1.773  0.069
4 C -1.775 1.903 2.547  -0.090
5 C 1.197 -0.758 0.768  -0.153
6 C 2.984 0.313 -0.402  -0.169
7 C 2.503 -0.816 -1.306  -0.080
8 C -1.782 0.479 2.846  -0.231
9 C -2.807 -0.183 3.788  -0.052
10 C 2.537 -0.143 0.935  -0.166
11 C -0.827 -0.274 2.200  -0.018
12 C 0.108 0.252 1.331  -0.166
13 C 0.070 -0.319 -1.420  -0.001
14 C 0.096 1.632 1.210  -0.102
15 H 0.470 0.640 -1.754  0.089
16 H 2.521 -0.540 -2.472  0.178
17 H 3.137 -1.712 -1.144  0.140
18 H -3.491 -0.857 3.228  0.091
19 H 2.454 0.744 1.655  0.141
20 H -2.436 2.419 3.239  0.103
21 H 2.532 1.201 -0.752  0.095
22 H 0.872 2.158 0.659  0.110
23 H -0.059 -0.867 -2.351  0.107
24 H 1.107 -1.684 1.275  0.134
25 H -3.556 0.507 4.204  0.069
26 H 4.039 0.318 -0.336  0.107
27 H -2.209 -0.541 4.615  0.075
28 H -0.930 -1.414 2.155  0.158
29 H 3.217 -0.789 1.454  0.118
30 H -0.833 -0.199 -0.834  0.103

SMILES: Cc1cncc([C@@H]2CCC[N@@+]2(C)[O-])c1
HOMO level: -7.90 eV
Orbital gap: 0.319 Ha

=====

Number 1: DFT total energy -5046.93869 Eh, largest force on an atom 0.11 eV Å⁻¹. Number 2: DFT total energy -613.33286 Eh, largest force on an atom 7.94 eV Å⁻¹.